16
Properties=species:S:1:pos:R:3:forces:R:3:mulliken_charge:R:1 method="wB97M-V/def2-TZVPD" relative_energy_ev=1.9957 e_lumo_ev=1.10 e_homo_ev=-10.66 fmax_ev_per_a=5.4
H -2.872737 0.519021 0.641092 -2.61 -0.64 -0.40 0.394
H 2.323798 -0.880925 0.257396 -0.77 0.67 0.86 0.325
C 1.851825 -1.384247 -0.565302 4.13 1.00 -3.28 -0.903
H -1.356339 -0.374891 0.163882 -1.00 1.36 0.71 0.161
H -1.147928 2.236293 1.699287 0.27 1.12 -0.29 0.265
H 1.747277 0.397934 -1.989736 2.19 1.81 -0.16 0.358
H 0.299053 0.038140 -1.152497 1.28 -1.28 -2.07 -0.049
H 2.901389 -1.539028 -1.119334 -1.92 -1.07 1.19 0.269
C -1.330191 1.197317 1.785541 4.58 -1.96 -1.09 -0.698
C -1.860518 0.597550 0.502155 2.90 0.62 -1.47 -0.758
H -1.991679 1.109889 2.574047 -0.92 -0.82 1.96 0.301
H 1.115336 -1.047194 -2.675466 -0.56 0.94 1.89 0.235
H -0.223270 0.685206 1.923286 -2.80 1.39 0.52 0.144
H 1.382926 -2.318221 -0.246802 -0.15 0.38 -0.56 0.295
C 1.249040 -0.446142 -1.690838 -4.12 -2.46 2.09 -0.528
H -1.638750 1.386908 -0.264495 -0.47 -1.08 0.11 0.191